Record 1
Entry from OMol25: 6 unconnected molecules or ions with the total composition C5H18N2O5 in a non-equilibrium geometry (ωB97M-V with the def2-TZVPD basis set).

Positions of all 30 atoms, in Å:
1 C -3.06436 0.78550 0.58406
2 C -2.40216 -0.54482 1.05390
3 C -0.96899 -0.38206 1.13083
4 C -0.33777 -0.47940 2.45278
5 N 1.03717 -0.54863 2.17156
6 C 1.25968 -0.51603 0.87020
7 N -0.00174 -0.43527 0.16609
8 H -3.52035 0.76120 -0.46988
9 H -2.46890 1.61028 0.67564
10 H -3.71861 1.05441 1.37120
11 H -2.91550 -1.03097 1.86017
12 H -2.77736 -1.25152 0.27561
13 H -0.65562 -0.45365 3.44839
14 H 2.13373 -0.59840 0.25195
15 H 0.00991 -0.15260 -0.77156
16 H 1.46326 2.78887 2.06076
17 H 0.01641 2.00457 1.91856
18 O 0.76906 2.58845 1.47275
19 H 0.31178 -2.68570 -0.82116
20 H -0.82940 -3.07793 -1.63541
21 O 0.03701 -3.28495 -1.40086
22 H 1.25423 -2.15721 -2.30276
23 H 1.07435 -1.07261 -3.43495
24 O 1.44698 -1.21019 -2.56827
25 H 1.24148 2.58613 -0.32390
26 H 1.25358 2.70237 -1.92264
27 O 1.20904 2.17467 -1.12288
28 H 2.71558 0.80278 -1.19244
29 H 2.94397 -0.25409 -2.22314
30 O 3.48353 0.27679 -1.57459

Atomic forces in eV per Å
-1.62 -1.40 -1.03
-1.79 -0.27 -3.25
0.20 -1.65 0.69
5.11 0.32 -4.52
-0.96 -0.17 1.24
-3.54 0.16 0.15
0.68 -0.01 4.08
0.57 -0.06 1.89
2.36 2.04 -0.40
-1.71 -0.04 0.29
0.43 0.51 1.31
1.15 0.24 -0.02
-0.90 -0.12 1.09
0.83 0.12 0.23
-0.49 0.40 -1.94
1.01 0.12 1.65
2.95 2.28 -1.00
-3.85 -2.16 -0.34
1.56 3.75 4.11
-2.29 0.44 -0.67
0.60 -4.47 -3.17
0.19 1.23 -0.95
-0.19 -0.15 -0.51
-0.36 -1.12 1.02
0.01 2.59 3.30
0.15 0.49 0.52
-0.34 -3.36 -3.95
1.57 -0.21 -0.73
1.09 0.39 0.72
-2.42 0.11 0.19

max |F|: 6.8 eV/A
M: 186.21 g mol⁻¹
highest occupied orbital energy (alpha / beta): -13.41 / -13.41 eV
total energy: -18684.8631 eV
spin multiplicity: 2
⟨S²⟩: 0.76
orbital gap (alpha / beta): 9.342 / 5.566 eV
total charge: +1

---

Record 2
Entry from OMol25: a single C35H39F3N6O5S2 molecule in a non-equilibrium geometry (ωB97M-V with the def2-TZVPD basis set).

Positions of all 90 atoms, in Å:
1 C 2.34491 6.69049 -2.75036
2 C 1.65331 5.47279 -3.65879
3 O 1.48021 4.31652 -2.73547
4 C 0.23938 6.06678 -4.25120
5 N -0.29566 5.07746 -5.27224
6 C -1.31238 4.11714 -4.62650
7 C -2.79912 4.62799 -5.09133
8 O -3.92387 4.03851 -4.34862
9 C -3.61832 2.69183 -3.84153
10 C -3.65482 2.51066 -2.18222
11 C -3.38838 1.08057 -1.40458
12 C -3.02558 -0.21522 -2.39429
13 C -2.96848 -0.11555 -4.04387
14 C -3.29405 1.35657 -4.73679
15 N -3.28287 1.43290 -6.25832
16 C -4.12463 0.41995 -6.73265
17 O -4.88793 -0.66527 -7.04083
18 S -2.68431 -1.84318 -1.45632
19 C -1.78067 -1.21806 0.10718
20 C -0.52652 -2.06648 0.75492
21 C -0.08886 -3.46040 0.01069
22 C -0.38486 -4.97484 0.65452
23 C 0.08725 -6.27410 -0.26738
24 C 0.81551 -5.93304 -1.69462
25 N 1.13011 -4.58419 -2.27626
26 C 0.66986 -3.42370 -1.44058
27 C 0.18185 -1.44935 2.09997
28 C -0.40100 -0.03998 2.78317
29 C 0.41894 0.45154 4.15207
30 C 0.31437 -0.62712 5.39164
31 C 1.48215 -1.80130 5.35755
32 C 0.85744 -3.30567 5.54068
33 C 0.92486 -4.25549 4.20565
34 C 2.39793 -4.30456 3.47078
35 C 2.91144 -5.86762 3.18058
36 S 4.75859 -5.80528 2.87664
37 C 5.17242 -6.14620 1.05753
38 N 5.12533 -7.57060 0.47962
39 N 5.52410 -7.47435 -0.86065
40 C 5.79262 -5.98663 -1.15941
41 O 5.59771 -5.13891 0.03517
42 C -1.66789 0.82144 2.12691
43 C -2.17697 2.20553 2.87971
44 C -1.66872 3.58880 2.18433
45 O -0.91225 3.31586 0.91713
46 C -0.78623 4.59415 3.11556
47 F -1.51245 5.91928 3.11685
48 F -0.64102 4.21126 4.53477
49 F 0.57241 4.90121 2.56706
50 C -2.36086 0.21903 0.73283
51 N -3.48682 1.00837 0.10296
52 H 3.04130 7.34352 -3.45397
53 H 1.45748 7.28756 -2.27514
54 H 2.96609 6.18227 -1.86828
55 H 2.38070 5.13944 -4.54388
56 H 2.23835 3.67370 -2.93280
57 H -0.61544 6.17185 -3.42579
58 H 0.42928 7.12443 -4.77002
59 H 0.49082 4.52110 -5.72204
60 H -1.16857 4.00373 -3.46897
61 H -1.13080 3.07627 -5.18202
62 H -2.83217 5.80006 -4.86731
63 H -2.93738 4.54178 -6.27047
64 H -3.88818 3.46700 -1.52657
65 H -2.70277 -1.07679 -4.68366
66 H -0.90948 -5.08016 1.71826
67 H -0.09561 -7.38639 0.07246
68 H 1.13445 -6.87855 -2.35110
69 H 0.88000 -2.33584 -1.88685
70 H 1.09778 -1.98511 2.59390
71 H 1.56839 0.46339 3.83148
72 H 0.13773 1.54858 4.44697
73 H 0.44165 -0.01039 6.40101
74 H -0.77467 -1.05669 5.37698
75 H 2.15431 -1.59891 6.32223
76 H 2.22444 -1.69395 4.44088
77 H -0.29980 -3.16002 5.78690
78 H 1.29937 -3.92029 6.43419
79 H 0.04784 -3.91873 3.48608
80 H 0.67646 -5.35307 4.54210
81 H 2.27705 -3.82514 2.38426
82 H 3.22831 -3.72397 4.08728
83 H 2.57140 -6.58081 4.04674
84 H 2.33892 -6.18722 2.18610
85 H 6.13737 -5.70240 -2.25926
86 H -3.36776 2.18300 2.79718
87 H -1.93313 2.07425 4.01391
88 H -2.64086 4.17749 1.82457
89 H -1.18192 4.11196 0.33600
90 H -3.53815 1.99352 0.44700

Atomic forces in eV per Å
0.04 -1.03 -0.35
0.79 1.54 0.96
1.22 -0.03 -1.96
0.38 -0.89 -0.32
-0.17 -0.73 1.24
0.17 -0.86 -1.85
1.27 1.81 -0.43
1.90 -3.38 0.61
0.23 -3.02 2.09
0.79 -2.68 -1.48
0.00 1.10 -4.84
-0.46 2.95 -0.71
-0.86 3.53 3.32
-0.28 -0.64 3.41
-4.93 -5.65 -0.82
-1.36 -3.22 1.32
6.38 9.17 2.05
0.65 2.47 0.59
0.78 2.03 2.23
-1.14 2.81 1.19
0.93 -3.00 -1.28
1.89 0.65 -3.82
0.55 4.63 -1.06
-0.97 1.43 1.99
-3.13 -0.75 5.60
-0.72 -1.90 1.47
-3.48 1.89 -1.87
-0.99 -1.23 -2.40
0.73 -0.55 -1.24
-0.13 0.83 0.00
0.34 0.17 1.31
-0.98 -0.30 -0.37
-0.18 -0.28 0.32
-0.27 -0.14 -0.63
-2.31 1.18 -1.20
0.21 -0.35 -1.99
-0.36 -3.61 -2.56
1.29 6.96 -0.37
0.21 6.83 1.41
-1.07 -4.53 2.48
-0.73 -5.66 -1.02
1.93 -3.30 -1.34
-0.79 -1.70 -0.49
-0.38 -0.07 -1.42
-2.12 2.24 1.08
0.93 2.54 0.91
2.34 -3.86 0.22
-0.32 1.16 -4.54
-4.58 -1.18 2.10
3.11 -1.21 2.37
2.58 -1.02 -2.26
-1.57 -1.15 1.72
1.89 -0.86 -0.92
-1.27 1.24 -2.07
-1.70 0.89 1.73
-1.73 1.46 0.46
2.17 -0.06 -1.57
-0.27 -2.30 1.27
-1.42 1.04 1.08
-0.43 0.20 -2.23
-0.44 2.08 1.60
-0.12 -2.54 -0.36
0.31 -0.21 2.61
0.48 -2.12 -1.63
-0.64 2.39 1.49
1.26 0.20 -2.66
0.43 2.60 -0.78
-0.69 2.50 1.53
-0.47 -2.77 1.01
-2.07 1.18 -1.16
-2.49 0.19 0.61
0.38 -2.22 -0.52
-0.32 -1.35 -2.17
2.15 0.57 0.10
-1.34 -0.42 -2.17
-1.77 -0.27 1.78
2.49 -0.41 -0.43
-0.54 1.46 -1.65
2.06 -0.67 1.26
0.32 2.05 -0.58
0.57 -0.85 2.42
-1.83 -1.22 -1.30
1.22 1.25 -1.62
1.39 0.40 2.18
-0.78 0.05 3.05
2.60 0.16 0.24
-0.30 0.58 -2.25
2.20 -0.93 1.38
0.99 -1.94 1.13
0.31 -1.33 -0.20

max |F|: 11.4 eV/A
M: 744.86 g mol⁻¹
highest occupied orbital energy: -7.74 eV
total energy: -85890.0982 eV
orbital gap: 7.086 eV

---

Record 3
Entry from OMol25: a molecular structure, C10H26FIO5Si2 (ωB97M-V with the def2-TZVPD basis set).

Positions of all 45 atoms, in Å:
1 C 2.23550 2.48417 2.16679
2 C 2.64417 2.75359 0.72275
3 C 1.79698 2.03004 -0.32179
4 I -0.20517 2.79167 -0.44008
5 Si 1.55275 0.19044 -0.05257
6 C 1.01484 -0.73433 -1.61924
7 O -0.20668 -1.46006 -1.47623
8 C -1.30715 -0.79150 -2.07757
9 O -2.48844 -1.07595 -1.40753
10 C -2.53871 -0.51543 -0.10513
11 C -3.93644 -0.68488 0.42471
12 O -4.75041 0.33675 -0.14641
13 O 3.03754 -0.40733 0.38896
14 Si 3.45917 -1.91084 0.89887
15 C 2.11505 -2.65309 1.99786
16 C 2.53373 -3.98847 2.59283
17 F 1.88104 -1.73255 3.05197
18 H 1.18331 2.73415 2.33582
19 H 2.37048 1.42990 2.42948
20 H 2.83332 3.08182 2.85743
21 H 3.67773 2.41893 0.56646
22 H 2.63448 3.83035 0.52224
23 H 2.20177 2.20745 -1.32096
24 H 0.57849 -0.05802 1.02875
25 H 1.80022 -1.46870 -1.84296
26 H 0.97441 -0.06915 -2.49472
27 H -1.44413 -1.13623 -3.10752
28 H -1.10955 0.28771 -2.06723
29 H -1.79883 -0.98322 0.55130
30 H -2.31452 0.56084 -0.16156
31 H -3.93630 -0.62000 1.51899
32 H -4.29982 -1.67528 0.12237
33 H -5.61248 0.34509 0.28707
34 H 4.71949 -1.82962 1.66004
35 H 3.61371 -2.81397 -0.26861
36 H 1.16624 -2.76373 1.45838
37 H 2.41844 -4.78723 1.85531
38 H 3.57340 -3.98391 2.93347
39 H 1.89531 -4.21955 3.44932
40 C -3.70227 2.75858 -3.04731
41 O -3.13797 1.57034 -2.52183
42 H -3.15842 2.98390 -3.96299
43 H -4.76063 2.63887 -3.29388
44 H -3.59195 3.60739 -2.36556
45 H -3.61171 1.32112 -1.71948

Atomic forces in eV per Å
-0.09 -0.05 0.03
0.05 0.07 0.02
0.25 -0.09 -0.02
-0.11 0.22 -0.08
0.04 0.00 0.01
0.07 -0.04 -0.18
-0.09 0.04 0.07
-0.07 0.22 -0.05
0.25 -0.21 0.06
0.03 0.23 -0.05
-0.02 -0.25 0.03
-0.17 0.16 0.07
-0.10 -0.08 0.04
0.03 -0.02 -0.12
0.10 -0.09 0.07
-0.07 0.00 0.03
0.02 -0.08 -0.08
0.10 0.01 -0.04
0.01 0.10 -0.01
-0.01 -0.05 -0.05
-0.09 0.00 0.04
-0.02 -0.09 0.00
-0.06 0.02 0.07
0.00 0.00 -0.02
-0.06 0.07 0.00
0.04 -0.06 0.10
0.01 -0.02 0.09
-0.11 -0.05 -0.04
-0.08 -0.07 -0.02
0.08 -0.17 0.10
0.02 0.05 -0.10
0.00 0.08 0.12
0.19 -0.05 -0.15
-0.01 0.01 0.00
0.05 0.00 0.04
0.04 0.05 0.09
0.02 0.08 0.03
-0.09 0.04 0.01
0.03 -0.02 -0.08
0.10 -0.08 0.02
0.01 0.20 -0.02
-0.03 0.04 -0.01
-0.02 -0.02 0.01
-0.01 0.01 0.02
-0.23 -0.10 -0.06

max |F|: 0.3 eV/A
M: 428.39 g mol⁻¹
highest occupied orbital energy: -9.20 eV
total energy: -47603.6828 eV
orbital gap: 9.693 eV

---

Record 4
Entry from OMol25: a molecular structure, C4H8Cl4F8Mg2N4O16S8 in a non-equilibrium geometry (ωB97M-V with the def2-TZVPD basis set).

Positions of all 54 atoms, in Å:
1 Mg -13.49671 12.38266 -14.21392
2 Mg -11.18825 17.25125 -10.41725
3 N -14.61815 12.31595 -11.09501
4 S -15.18475 13.53568 -10.00458
5 O -14.15035 14.50869 -9.71338
6 O -16.23755 13.30538 -8.99163
7 F -16.04950 14.34857 -11.12851
8 S -14.90330 11.21501 -10.07468
9 O -16.29366 10.70638 -9.99697
10 O -13.99806 11.10185 -8.91355
11 F -14.33151 10.03699 -11.05578
12 N -13.62741 10.68218 -17.10535
13 S -12.82222 10.89216 -18.65060
14 O -13.71244 11.17339 -19.77353
15 O -11.50830 10.20397 -18.74282
16 F -12.30762 12.38242 -18.28917
17 S -14.44753 9.53583 -17.72339
18 O -13.85669 8.24617 -18.10391
19 O -15.71849 9.82790 -18.41930
20 F -15.10639 9.22344 -16.27124
21 N -12.72092 18.72521 -13.05191
22 S -13.35890 18.14573 -14.48484
23 O -14.45457 18.78227 -15.21132
24 O -13.28773 16.66302 -14.48526
25 F -12.13191 18.51418 -15.46071
26 S -13.23769 20.14086 -13.30009
27 O -14.64850 20.42053 -13.09732
28 O -12.34240 20.95302 -14.15365
29 F -12.72660 20.65133 -11.86973
30 N -8.94949 14.75441 -10.75279
31 S -8.40144 13.87838 -12.12580
32 O -9.58043 13.19308 -12.75848
33 O -7.01509 13.33243 -12.25307
34 F -8.31786 15.21676 -13.08862
35 S -8.02437 13.92797 -9.82500
36 O -6.69632 14.47164 -9.47890
37 O -8.22230 12.48324 -9.74960
38 F -8.87165 14.31837 -8.50303
39 Cl -13.68452 17.41306 -21.29247
40 C -14.19862 16.86795 -22.90408
41 C -14.61555 18.03015 -23.84096
42 Cl -15.99011 19.01706 -23.22156
43 H -14.88955 16.02946 -22.81661
44 H -13.37840 16.24613 -23.26280
45 H -14.81820 17.62186 -24.83107
46 H -13.69966 18.61976 -23.88116
47 Cl -7.66910 20.52352 -11.22307
48 C -7.01558 21.64851 -12.38126
49 C -7.53041 23.02993 -12.02039
50 Cl -6.92947 23.64027 -10.45576
51 H -7.43546 21.37990 -13.35061
52 H -5.92632 21.61611 -12.35766
53 H -8.61415 23.07191 -11.91151
54 H -7.26072 23.74871 -12.79417

Atomic forces in eV per Å
-0.44 -0.69 -0.06
0.18 -0.45 -1.07
-0.68 4.47 0.82
-2.67 4.71 -0.48
-0.11 -1.21 -0.16
3.28 -0.34 -2.41
0.75 -0.74 0.36
-1.21 -10.37 2.47
2.95 2.13 0.31
-2.05 1.31 -2.24
0.52 0.50 -0.03
3.23 1.38 -2.75
4.81 3.49 -1.34
1.69 -1.41 2.12
-4.07 1.02 0.17
-0.36 -0.30 0.27
-8.97 -6.37 1.15
0.43 3.01 0.50
3.08 0.37 0.69
0.35 -0.43 0.48
-1.01 -4.06 -2.09
1.15 -5.11 -4.28
1.72 -0.99 2.45
-0.43 2.63 0.92
-0.49 -0.32 0.85
-0.13 9.89 2.67
1.78 -0.86 -1.26
-2.56 -2.19 0.85
0.68 0.03 1.07
0.50 -1.11 -3.55
-1.18 0.22 -6.40
3.04 1.27 2.10
-4.40 1.54 1.16
-0.03 -1.00 0.97
3.47 -1.48 9.09
-2.90 -0.95 -1.72
0.31 1.87 -1.72
-0.11 0.66 0.09
-0.19 0.07 -0.01
-0.37 -0.85 -0.28
1.04 -1.02 0.95
0.63 -0.55 -0.37
-0.94 0.68 0.43
0.58 0.90 -0.62
-0.32 0.20 0.11
-0.44 0.57 -0.22
-0.24 -1.21 0.82
-0.36 1.18 -0.25
-0.21 0.52 -0.19
0.27 -0.07 -0.07
0.34 0.00 -0.05
-0.16 -0.16 -0.09
0.07 -0.34 -0.23
0.19 -0.03 0.09

max |F|: 11.1 eV/A
M: 967.06 g mol⁻¹
highest occupied orbital energy: -10.73 eV
total energy: -212378.0592 eV
orbital gap: 2.546 eV